No. 1
Entry from the OMol25 dataset: C24H31FN5O7PRuS2Te as an isolated structure in a non-equilibrium geometry (the ωB97M-V functional and the def2-TZVPD basis).

Geometry as XYZ:
```
73
Properties=species:S:1:pos:R:3:lowdin_charge:R:1
Ru -0.274 1.276 0.225 0.912
C 1.504 5.591 2.844 -0.453
S 0.118 4.685 3.548 0.832
C -0.317 3.601 2.233 -1.074
S 0.757 3.318 0.893 0.561
N -1.483 3.040 2.378 -0.055
N -1.765 2.298 1.238 -0.175
C -2.922 2.383 0.727 -0.050
C -2.935 2.164 -0.726 -0.248
C -4.080 2.130 -1.495 -0.010
C -3.954 2.161 -2.876 -0.055
C -2.695 2.240 -3.441 -0.045
C -1.589 2.227 -2.604 -0.109
N -1.701 2.188 -1.279 0.024
H 1.857 6.245 3.643 0.032
H 1.175 6.193 1.999 0.034
H 2.297 4.936 2.537 -0.011
H -3.738 2.865 1.256 0.134
H -5.049 2.084 -1.016 0.122
H -4.838 2.132 -3.502 0.113
H -2.557 2.294 -4.513 0.111
H -0.585 2.235 -3.000 0.121
C 3.759 -2.533 -0.541 -0.108
C 2.370 -2.219 -1.111 -0.610
C 1.354 -3.240 -0.574 -0.022
C 2.425 -2.286 -2.646 -0.034
C 1.917 -0.865 -0.707 -0.174
C 1.385 0.219 -0.370 -0.313
H 4.052 -3.541 -0.848 0.093
H 3.753 -2.484 0.545 0.027
H 4.503 -1.824 -0.907 0.075
H 1.652 -4.251 -0.862 0.093
H 0.358 -3.039 -0.976 0.077
H 1.284 -3.179 0.512 0.084
H 2.772 -3.272 -2.963 0.091
H 3.101 -1.529 -3.046 0.093
H 1.434 -2.109 -3.068 0.080
F -2.064 -1.924 -6.302 0.087
C -2.856 -1.753 -5.236 -0.192
C -2.396 -1.942 -4.002 0.046
N -3.190 -1.778 -2.881 0.021
C -2.616 -1.915 -1.544 -0.029
C -1.588 -0.830 -1.244 -0.637
O -0.901 -0.414 -2.179 -0.018
O -1.545 -0.438 -0.023 -0.120
C -4.509 -1.387 -2.988 -0.476
O -5.241 -1.194 -2.040 0.074
N -4.947 -1.223 -4.292 0.215
C -4.227 -1.345 -5.481 -0.407
O -4.736 -1.121 -6.555 0.097
H -1.368 -2.214 -3.823 0.140
H -2.152 -2.898 -1.444 0.131
H -3.428 -1.843 -0.832 0.124
H -5.916 -0.958 -4.385 0.165
C 2.120 -3.485 4.120 -0.062
C 2.463 -2.028 3.957 -0.291
O 1.441 -1.401 3.150 -0.241
P 1.567 0.106 2.658 0.268
O 0.229 0.491 2.062 -0.428
Te 3.453 0.345 1.184 1.116
O 1.835 0.938 3.972 -0.238
C 3.171 1.067 4.555 -0.305
C 3.675 2.456 4.406 -0.076
H 2.857 -3.967 4.766 0.085
H 2.124 -3.994 3.156 0.075
H 1.134 -3.595 4.572 0.088
H 3.434 -1.910 3.469 0.090
H 2.497 -1.536 4.929 0.113
H 3.859 0.363 4.084 0.067
H 3.061 0.793 5.602 0.126
H 3.707 2.719 3.355 0.053
H 4.685 2.528 4.818 0.092
H 3.027 3.154 4.927 0.084
```

Properties
LUMO (spin up / spin down): -2.04 / -2.05 eV
Kohn-Sham gap (spin up / spin down): 5.16 / 5.14 eV
ΔE to the lowest compared entry with this formula, charge and spin: 225.9 kJ/mol

=====

No. 2
Entry from the OMol25 dataset: an isolated molecule of C4H11N2OS in a non-equilibrium geometry (the ωB97M-V functional and the def2-TZVPD basis).

Geometry as XYZ:
```
19
Properties=species:S:1:pos:R:3:mulliken_spin:R:1
C 0.643 -1.150 0.639 0.003
N -0.406 -2.193 0.834 0.003
C 0.120 0.248 0.388 -0.005
C 1.257 1.266 0.576 -0.001
S 2.945 0.760 -0.128 0.000
N -0.518 0.525 -0.905 0.003
C -2.038 0.633 -0.918 0.001
O -2.653 -0.263 -0.200 0.840
H 1.348 -1.066 1.476 0.001
H 1.305 -1.605 -0.102 -0.001
H -1.238 -1.663 1.049 -0.002
H -0.639 -2.574 -0.079 -0.001
H -0.639 0.428 1.168 0.001
H 1.139 2.197 0.030 -0.001
H 1.512 1.522 1.600 0.001
H 2.626 0.857 -1.440 0.000
H -0.228 -0.249 -1.498 0.006
H -2.225 1.647 -0.501 0.100
H -2.311 0.680 -1.988 0.052
```

Properties
2S+1: 2
LUMO (spin up / spin down): 0.80 / -2.27 eV
expectation value of S²: 0.754
Kohn-Sham gap (spin up / spin down): 9.78 / 6.70 eV
ΔE to the lowest compared entry with this formula, charge and spin: 65.6 kJ/mol